Formula: C12H30Si2
Source: the Open Molecules 2025 dataset
Level of theory: wB97M-V/def2-TZVPD

Structure (ORCA input):
```
! RIJCOSX wB97M-V def2-TZVPD def2/J DEFGRID3
* xyz 0 1
Si -0.5588 -0.4296 -0.9666
H 4.1486 -0.2917 1.6807
H -2.8164 -0.2813 -0.4595
C 3.1686 -0.5039 1.2294
H 2.4901 1.2491 -0.0507
C -1.9799 2.4370 0.8088
H -1.0642 0.4190 2.9786
H 1.8073 0.4309 3.6894
C 0.8165 0.8208 3.8287
H -3.8490 -0.7518 -3.0460
C 0.5364 -1.9379 -0.6603
C 2.3099 0.7840 0.9641
H -0.0499 2.7523 -0.1044
H -0.8078 0.8295 -3.1066
H -2.3534 1.8942 1.6556
H -2.2287 -0.7189 -3.5230
H 0.8012 -2.3893 -1.6145
H 0.5181 0.4411 4.8293
C 0.1109 0.3454 -2.6172
H 1.1257 -0.1355 -4.4673
H -1.0324 -2.2378 0.8730
C -2.3586 -0.8561 -1.2987
Si 0.3639 0.6779 0.9622
H -2.4011 2.0343 -0.1671
H -2.3240 3.4810 0.9251
H 1.9435 -0.7049 -2.9532
H 0.0047 3.0410 1.6198
H 2.5266 1.6312 1.6599
H 1.4120 -1.4671 -0.2335
H -3.0614 0.6736 -2.7026
C -2.9206 -0.3816 -2.7006
H 0.6875 1.2492 -2.3057
H -0.7439 -3.5289 -0.2532
H 0.3742 -3.2459 1.1283
H 2.6850 -1.2146 1.9051
C 0.9576 -0.5215 -3.4586
C -0.2350 -2.7820 0.3699
H -2.3713 -1.9376 -1.1339
H 3.3869 -0.9374 0.2760
C -0.3753 2.3929 0.8168
H 0.4611 -1.5021 -3.5950
H 0.8886 1.8870 3.7748
H 0.0316 -0.8957 2.7196
C -0.0245 0.1817 2.7228
*
```

The frontier orbital gap comes out at 9.49 eV. The value obtained for the HOMO energy is -8.52 eV. The LUMO energy is 1.0 eV. As for the molar mass: 230.54 Da. As for the structure (SMILES): CC[Si](CC)(CC)[Si](CC)(CC)CC.